This record from the Open Molecules 2025 dataset describes a single C5H10NP molecule at a distorted geometry. The level of theory is wB97M-V/def2-TZVPD.

Calculated values
highest occupied orbital energy: -8.373 eV
SMILES: C=CCC/N=P/C
energy: -16123.037 eV
gap between HOMO and LUMO: 8.4858 eV

Each line ends with the natural charge from an NBO analysis.
Element x y z (Å)
C1 -1.19 -1.40 0.04  -0.20
C2 0.27 -1.61 -0.01  -0.47
C3 -1.69 -1.71 1.24  -0.39
C4 1.16 -0.38 0.50  -0.22
C5 -0.01 3.05 -1.13  -0.98
N1 1.13 0.89 -0.16  -0.86
P1 0.09 1.18 -1.28  0.98
H1 -1.85 -1.27 -0.81  0.22
H2 0.46 -2.39 0.74  0.21
H3 -2.68 -1.46 1.61  0.19
H4 -1.06 -2.04 2.03  0.17
H5 0.83 -0.08 1.44  0.21
H6 2.19 -0.80 0.44  0.20
H7 -0.66 3.57 -1.79  0.23
H8 1.08 3.36 -1.35  0.25
H9 -0.35 2.95 -0.07  0.25
H10 0.46 -2.03 -0.92  0.21

This record from the Open Molecules 2025 dataset describes a single C3H4N2O molecule at a distorted geometry. The level of theory is wB97M-V/def2-TZVPD.

Calculated values
highest occupied orbital energy: -9.089 eV
SMILES: On1ccnc1
energy: -8199.605 eV
gap between HOMO and LUMO: 9.7107 eV

Each line ends with the natural charge from an NBO analysis.
Element x y z (Å)
C1 -0.14 -0.84 0.00  -0.14
C2 -1.36 -0.48 -0.20  -0.12
C3 -0.11 1.24 0.01  0.14
H1 2.30 -0.68 0.05  0.48
H2 -0.07 -1.94 0.51  0.22
H3 -2.34 -0.77 -0.35  0.23
H4 0.34 2.22 0.26  0.20
N1 0.73 0.16 0.07  -0.09
N2 -1.41 0.88 -0.10  -0.44
O1 2.07 0.20 -0.24  -0.48

This record from the Open Molecules 2025 dataset describes 2 unconnected molecules or ions with the total composition C4H11N2O at a distorted geometry. The level of theory is wB97M-V/def2-TZVPD.

Calculated values
charge: +1
highest occupied orbital energy: -14.393 eV
energy: -9345.207 eV
gap between HOMO and LUMO: 11.6812 eV

Each line ends with the natural charge from an NBO analysis.
Element x y z (Å)
C1 -2.29 1.91 -2.74  0.02
C2 1.33 -1.01 0.55  -0.05
C3 0.30 0.00 0.26  0.31
C4 2.30 -1.03 1.71  -0.68
N1 -2.20 1.61 -1.53  -0.67
N2 -0.12 -1.39 0.85  -0.60
O1 -0.19 0.04 -1.02  -0.73
H1 -2.19 1.01 -3.44  0.20
H2 -2.54 2.99 -3.06  0.20
H3 1.51 -1.60 -0.41  0.26
H4 0.21 0.71 0.97  0.20
H5 1.92 -0.60 2.71  0.24
H6 3.13 -0.28 1.59  0.27
H7 2.87 -1.92 1.91  0.27
H8 -2.37 2.42 -0.96  0.37
H9 -0.45 -1.58 1.82  0.44
H10 -0.54 -2.05 0.19  0.44
H11 -1.06 0.55 -1.32  0.52

This record from the Open Molecules 2025 dataset describes a molecular structure, C36H52N3O8P2PbSi. The level of theory is wB97M-V/def2-TZVPD.

Calculated values
charge: +3
highest occupied orbital energy: -16.119 eV
energy: -90715.746 eV
gap between HOMO and LUMO: 7.7417 eV

Each line ends with the Löwdin charge.
Element x y z (Å)
Pb1 0.88 1.20 -1.49  1.61
C1 -2.84 2.53 4.11  -0.02
C2 -3.21 1.71 2.89  -0.41
C3 -3.78 0.35 3.25  -0.03
O1 -1.97 1.51 2.11  -0.16
P1 -1.80 2.01 0.64  0.48
O2 -0.33 1.95 0.33  -0.42
C4 -2.81 1.04 -0.51  -0.18
P2 -2.06 -0.57 -0.83  0.49
O3 -0.63 -0.52 -1.31  -0.42
O4 -2.20 -1.25 0.57  -0.18
C5 -1.43 -2.45 0.93  -0.41
C6 -0.32 -2.02 1.86  -0.02
C7 -2.38 -3.45 1.54  -0.01
O5 -2.87 -1.35 -1.91  -0.15
C8 -4.26 -1.80 -1.75  -0.42
C9 -4.30 -3.25 -2.17  -0.03
C10 -5.15 -0.91 -2.59  -0.03
O6 -2.44 3.43 0.49  -0.17
C11 -1.73 4.65 0.92  -0.41
C12 -2.77 5.60 1.47  -0.02
C13 -0.99 5.23 -0.28  -0.03
H1 -3.73 2.68 4.73  0.10
H2 -2.44 3.50 3.83  0.07
H3 -2.09 2.00 4.70  0.10
H4 -3.92 2.27 2.27  0.14
H5 -3.10 -0.17 3.92  0.09
H6 -3.92 -0.25 2.35  0.07
H7 -4.74 0.48 3.75  0.10
H8 -2.86 1.60 -1.44  0.07
H9 -3.82 0.90 -0.10  0.10
H10 -1.00 -2.86 0.01  0.12
H11 -0.74 -1.56 2.76  0.10
H12 0.32 -1.28 1.37  0.06
H13 0.28 -2.88 2.15  0.08
H14 -2.83 -3.05 2.45  0.09
H15 -1.85 -4.37 1.79  0.10
H16 -3.19 -3.70 0.85  0.08
H17 -4.52 -1.71 -0.69  0.14
H18 -4.02 -3.34 -3.22  0.10
H19 -5.31 -3.64 -2.04  0.10
H20 -3.62 -3.85 -1.57  0.07
H21 -4.86 -0.97 -3.64  0.10
H22 -5.09 0.13 -2.27  0.07
H23 -6.18 -1.25 -2.50  0.10
H24 -1.01 4.37 1.69  0.14
H25 -3.48 5.87 0.70  0.10
H26 -2.27 6.50 1.82  0.10
H27 -3.31 5.16 2.31  0.08
H28 -1.71 5.56 -1.03  0.09
H29 -0.33 4.48 -0.71  0.06
H30 -0.41 6.09 0.04  0.10
C14 -2.60 3.82 -4.26  0.03
N1 -1.22 3.47 -4.60  -0.02
C15 -0.65 3.84 -5.78  0.00
C16 0.62 3.50 -6.08  0.03
C17 1.36 2.76 -5.12  -0.35
N2 0.78 2.39 -3.97  0.08
C18 -0.50 2.72 -3.71  -0.52
O7 -1.03 2.33 -2.64  -0.14
N3 2.63 2.43 -5.33  0.20
H31 -2.96 4.58 -4.95  0.11
H32 -2.64 4.21 -3.25  0.09
H33 -3.24 2.95 -4.33  0.11
H34 -1.26 4.42 -6.45  0.15
H35 1.07 3.79 -7.02  0.13
H36 3.08 2.66 -6.20  0.13
H37 3.14 1.92 -4.63  0.12
O8 2.74 -0.21 -0.15  -0.40
Si1 3.38 -1.14 0.88  0.75
C19 3.26 -1.27 2.70  -0.26
C20 3.35 -0.04 3.38  -0.08
C21 3.26 -0.01 4.76  -0.04
C22 3.07 -1.19 5.47  -0.02
C23 2.97 -2.40 4.80  -0.04
C24 3.07 -2.45 3.42  -0.08
C25 4.81 -2.29 -0.04  -0.31
C26 5.84 -2.16 0.95  -0.02
C27 7.03 -1.54 0.66  -0.01
C28 7.27 -1.05 -0.62  0.02
C29 6.29 -1.15 -1.61  -0.01
C30 5.09 -1.76 -1.34  0.01
C31 3.71 -3.34 0.11  -0.24
C32 3.91 -4.43 0.97  -0.02
C33 3.00 -5.47 1.01  -0.02
C34 1.86 -5.42 0.20  -0.02
C35 1.64 -4.34 -0.63  -0.04
C36 2.55 -3.30 -0.68  -0.04
H38 3.48 0.88 2.82  0.11
H39 3.35 0.94 5.27  0.12
H40 3.00 -1.15 6.55  0.13
H41 2.81 -3.31 5.36  0.12
H42 2.98 -3.40 2.91  0.09
H43 5.67 -2.56 1.94  0.13
H44 7.79 -1.46 1.43  0.13
H45 8.23 -0.61 -0.85  0.14
H46 6.49 -0.78 -2.60  0.13
H47 4.36 -1.87 -2.12  0.13
H48 4.82 -4.51 1.56  0.13
H49 3.18 -6.32 1.64  0.13
H50 1.16 -6.25 0.22  0.13
H51 0.76 -4.31 -1.26  0.12
H52 2.36 -2.46 -1.33  0.11

This record from the Open Molecules 2025 dataset describes a molecular structure, C6H7F6N2O8PtS2. The level of theory is wB97M-V/def2-TZVPD.

Calculated values
charge: -1
highest occupied orbital energy (alpha / beta): -5.453 / -6.275 eV
energy: -66919.174 eV
gap between HOMO and LUMO (alpha / beta): 8.2051 / 8.6701 eV
spin multiplicity: 3

Each line ends with the Mulliken spin population.
Element x y z (Å)
Pt1 -0.32 0.48 -0.52  1.47
F1 -1.35 3.09 2.84  0.00
C1 -0.09 3.08 2.41  0.00
F2 -0.07 3.36 1.10  0.00
F3 0.59 4.03 3.05  0.00
S1 0.64 1.42 2.74  0.00
O1 -0.26 0.50 2.06  0.02
O2 0.71 1.34 4.16  0.00
N1 2.06 1.55 2.10  0.00
S2 2.71 0.77 0.91  0.01
O3 4.00 0.25 1.25  0.01
O4 1.83 -0.12 0.18  0.03
C2 3.07 2.13 -0.29  0.00
F4 1.94 2.67 -0.75  0.00
F5 3.76 1.63 -1.31  0.00
F6 3.79 3.08 0.30  0.00
N2 -1.19 -1.44 -0.03  0.20
C3 -2.66 -1.39 -0.15  -0.01
C4 -3.25 -0.17 0.56  0.01
C5 -3.23 1.13 -0.26  0.00
O5 -4.26 1.79 -0.34  0.01
O6 -2.11 1.48 -0.81  0.11
H1 -0.78 -2.05 -0.75  -0.02
H2 -0.89 -1.71 0.90  -0.01
H3 -3.10 -2.30 0.27  0.01
H4 -2.90 -1.37 -1.21  0.00
H5 -2.72 0.00 1.50  0.00
H6 -4.29 -0.37 0.80  0.00
O7 -0.07 -2.10 -2.47  0.00
C6 0.31 -1.06 -3.01  0.01
O8 0.32 0.12 -2.53  0.13
H7 0.76 -1.12 -4.02  0.00

This record from the Open Molecules 2025 dataset describes 2 unconnected molecules or ions with the total composition C20H38BF8N2O5 at a distorted geometry. The level of theory is wB97M-V/def2-TZVPD.

Calculated values
charge: +1
highest occupied orbital energy: -11.895 eV
energy: -56982.143 eV
gap between HOMO and LUMO: 8.7304 eV

Each line ends with the Löwdin charge.
Element x y z (Å)
C1 4.21 0.21 3.81  -0.12
C2 4.32 -0.54 2.39  -0.25
C3 3.43 0.22 1.31  -0.15
C4 1.97 -0.42 1.09  -0.19
C5 1.38 -1.39 2.21  -0.04
N1 0.58 -2.42 1.39  0.12
C6 0.28 -1.82 0.03  -0.29
O1 -0.74 -0.80 0.10  0.01
B1 -0.27 -3.09 -0.82  -0.46
O2 -0.53 -3.12 -2.22  0.16
O3 -0.58 -4.29 -0.08  -0.01
C7 -1.97 -4.69 -0.26  -0.19
C8 -3.01 -3.49 -0.18  -0.07
C9 1.71 -1.19 -0.32  -0.14
C10 1.84 -0.20 -1.56  -0.09
C11 1.88 -0.93 -2.98  -0.19
O4 2.48 -0.13 -4.02  -0.13
C12 1.46 0.76 -4.57  -0.06
C13 2.19 2.14 -4.85  -0.30
F1 3.26 2.31 -3.96  0.09
F2 2.79 2.00 -6.12  0.07
C14 1.24 3.41 -4.97  -0.26
F3 0.32 3.15 -5.97  0.12
F4 2.06 4.45 -5.46  0.10
C15 0.62 3.95 -3.61  -0.27
F5 0.25 5.29 -3.87  0.10
F6 1.50 4.01 -2.54  0.12
C16 -0.70 3.23 -3.11  -0.20
F7 -1.74 3.23 -4.04  0.07
F8 -1.16 4.01 -2.02  0.04
H1 4.64 1.26 3.70  0.09
H2 4.82 -0.31 4.61  0.08
H3 3.13 0.35 4.10  0.07
H4 4.13 -1.65 2.46  0.09
H5 5.41 -0.43 2.08  0.11
H6 3.30 1.29 1.68  0.12
H7 4.00 0.29 0.33  0.12
H8 1.31 0.50 1.07  0.15
H9 0.62 -1.00 2.95  0.14
H10 2.09 -2.05 2.79  0.13
H11 -0.31 -2.60 1.88  0.19
H12 1.23 -3.22 1.40  0.19
H13 -1.39 -0.94 -0.61  0.12
H14 -0.88 -2.28 -2.55  0.11
H15 -2.22 -5.39 0.61  0.14
H16 -2.01 -5.26 -1.25  0.14
H17 -3.20 -2.98 -1.18  0.09
H18 -2.78 -2.74 0.66  0.07
H19 -4.01 -3.96 0.12  0.10
H20 2.45 -2.05 -0.49  0.18
H21 0.97 0.54 -1.58  0.12
H22 2.80 0.41 -1.47  0.14
H23 0.85 -1.28 -3.29  0.11
H24 2.52 -1.86 -2.88  0.14
H25 0.99 0.31 -5.51  0.17
H26 0.64 0.81 -3.79  0.10
H27 -0.56 2.19 -2.70  0.15
C17 -4.03 -0.07 4.03  -0.07
C18 -2.72 0.18 3.29  -0.43
C19 -2.35 1.67 3.18  -0.20
O5 -3.10 2.41 2.23  -0.19
C20 -4.39 2.79 2.67  -0.10
N2 -2.80 -0.45 1.96  0.04
H28 -4.91 0.13 3.42  0.07
H29 -4.09 -1.12 4.34  0.08
H30 -4.09 0.54 4.94  0.08
H31 -1.93 -0.31 3.85  0.12
H32 -1.31 1.73 2.83  0.12
H33 -2.37 2.17 4.16  0.12
H34 -4.41 3.04 3.73  0.10
H35 -5.12 2.01 2.45  0.07
H36 -4.69 3.68 2.10  0.09
H37 -1.89 -0.38 1.51  0.02
H38 -3.41 0.13 1.38  0.09

This record from the Open Molecules 2025 dataset describes 2 unconnected molecules or ions with the total composition C6H15B at a distorted geometry. The level of theory is wB97M-V/def2-TZVPD.

Calculated values
highest occupied orbital energy: -7.336 eV
energy: -7135.269 eV
gap between HOMO and LUMO: 7.5329 eV

Each line ends with the natural charge from an NBO analysis.
Element x y z (Å)
B1 -1.53 1.90 -1.54  0.40
C1 0.41 -1.67 1.31  -0.61
C2 -1.26 0.22 1.37  -0.60
C3 1.42 0.99 -0.04  -0.72
C4 0.71 -0.62 -1.74  -0.69
C5 -0.45 -0.69 0.56  -0.28
C6 0.30 0.11 -0.50  0.11
H1 -2.57 1.69 -1.95  -0.16
H2 -1.23 2.99 -1.66  -0.17
H3 1.10 -1.13 1.83  0.20
H4 -0.25 -2.19 1.93  0.21
H5 0.75 -2.15 0.46  0.21
H6 -1.59 -0.29 2.24  0.20
H7 -0.75 1.15 1.57  0.20
H8 -2.19 0.54 0.93  0.22
H9 1.05 1.99 0.18  0.23
H10 2.16 1.18 -0.99  0.21
H11 1.93 0.62 0.84  0.21
H12 0.43 -0.07 -2.56  0.23
H13 0.24 -1.55 -1.60  0.20
H14 1.75 -0.83 -1.61  0.20
H15 -1.25 -1.39 -0.03  0.18